ORCA calculation (the ωB97M-V functional and the def2-TZVPD basis) on a molecular structure, C37H28N6O4RuS2 in a non-equilibrium geometry.

```
78
Properties=species:S:1:pos:R:3:forces:R:3:lowdin_charge:R:1
Ru -0.180927 0.478123 -1.306781 0.4 0.2 0.8 1.378
O 0.075879 1.003630 4.069798 -0.2 0.2 -0.3 0.035
C 0.004385 -0.328508 3.914459 -0.1 -0.3 -0.3 -0.283
C -0.011027 -1.107317 5.068274 -0.2 -0.1 0.1 -0.054
C -0.069125 -2.487260 4.994486 0.0 0.1 -0.1 -0.089
C -0.099774 -3.116487 3.754242 0.0 -0.1 0.1 -0.101
C -0.092568 -2.355752 2.602923 0.0 0.2 -0.1 -0.023
C -0.054611 -0.957051 2.647443 0.0 -0.2 0.5 -0.075
C -0.115060 -0.214833 1.389688 0.1 0.2 -0.6 -0.405
O -0.238430 -0.866312 0.277610 -0.1 0.5 0.0 -0.124
N -0.053977 1.114879 1.434857 0.0 0.2 0.5 0.066
N -0.083323 1.697898 0.242269 0.2 -0.9 -0.3 -0.171
C -0.052032 3.080612 0.220811 -0.1 1.1 0.1 -0.091
C -0.242334 3.856269 -0.909017 0.0 -0.6 0.2 -0.169
C -0.286396 5.278538 -0.769385 -0.1 0.4 -0.1 -0.072
C -0.539954 6.106917 -1.827525 0.1 0.0 0.2 -0.127
C -0.743082 5.573902 -3.111205 0.0 -0.1 -0.2 -0.117
C -0.654990 4.208954 -3.309978 0.0 0.1 0.1 -0.038
C -0.400220 3.316616 -2.255652 0.1 0.1 0.0 -0.332
O -0.298338 2.048975 -2.540650 -0.3 -0.2 -0.1 -0.202
H 0.035703 1.399690 3.158045 0.0 0.0 0.1 0.074
H 0.017944 -0.595567 6.022128 -0.1 -0.1 -0.1 0.108
H -0.099833 -3.070926 5.906149 0.0 0.0 0.0 0.099
H -0.137797 -4.196578 3.692198 0.0 0.0 0.0 0.094
H -0.115353 -2.825130 1.628386 0.0 0.0 0.0 0.114
H 0.090662 3.570640 1.179066 0.0 -0.1 0.0 0.109
H -0.130459 5.696906 0.218589 0.0 0.0 0.0 0.101
H -0.574135 7.179152 -1.677024 0.0 0.0 0.0 0.090
H -0.957832 6.231223 -3.944247 0.0 0.0 0.0 0.088
H -0.773246 3.777145 -4.295653 0.0 0.0 0.0 0.109
N 2.389123 -2.194264 -4.350230 0.1 -0.1 0.0 0.038
C 1.576648 -1.360784 -3.592351 -0.1 0.5 0.3 -0.698
S 2.418817 0.151096 -3.123889 0.0 -0.2 0.2 0.905
N 0.394555 -1.752844 -3.329583 0.0 -0.8 -0.3 0.013
N -0.501769 -1.048875 -2.612137 -0.2 0.2 -0.2 -0.114
C -1.776045 -1.535600 -2.583332 0.3 0.1 -0.1 -0.190
C -2.154545 -2.792997 -3.258127 0.0 -0.2 0.0 -0.182
C -2.791658 -3.800643 -2.530479 0.1 0.1 0.0 -0.046
C -3.129881 -5.005995 -3.124877 -0.1 -0.1 0.0 -0.094
C -2.836749 -5.232273 -4.461489 0.0 0.0 0.1 -0.109
C -2.215120 -4.233858 -5.199460 0.0 0.0 -0.1 -0.095
C -1.877441 -3.027969 -4.607376 -0.1 0.0 0.0 -0.039
C -2.736849 -0.735981 -1.928228 0.0 0.0 -0.3 -0.214
C -4.139906 -0.951767 -2.012221 -0.1 0.0 0.1 -0.026
C -5.005051 -0.001182 -1.549499 0.1 -0.1 0.0 -0.091
C -4.498378 1.184744 -0.983386 0.0 0.0 0.1 -0.088
C -3.133646 1.324233 -0.881654 -0.2 0.1 0.1 -0.127
N -2.273009 0.402135 -1.311151 -0.1 -0.3 -0.3 -0.029
H 3.134156 -1.729618 -4.842423 0.0 0.0 0.0 0.054
H 1.880172 -2.881074 -4.885694 0.0 0.0 0.0 0.080
H -2.996609 -3.634212 -1.479783 0.0 0.0 0.0 0.120
H -3.615013 -5.774680 -2.535356 0.0 0.0 0.0 0.097
H -3.088954 -6.180612 -4.919489 0.0 0.0 0.0 0.093
H -1.995954 -4.393101 -6.248630 0.0 0.0 0.0 0.095
H -1.413907 -2.249453 -5.195207 0.1 0.0 0.0 0.108
H -4.502707 -1.854916 -2.480245 0.0 0.0 0.0 0.102
H -6.074982 -0.149443 -1.625305 0.0 0.0 0.0 0.097
H -5.155983 1.966644 -0.632245 0.0 0.0 0.0 0.090
H -2.703528 2.219382 -0.445754 0.1 0.0 0.0 0.107
C 2.582165 0.298194 5.721459 0.3 0.1 0.1 -0.060
C 3.933285 0.786121 6.169169 -0.2 -0.1 -0.1 -0.738
O 4.271232 0.854935 7.323611 0.0 0.0 0.0 -0.017
S 5.135795 1.275516 4.937198 0.1 0.0 -0.1 1.009
C 4.390402 0.970005 3.357498 0.1 0.0 0.2 -0.569
C 3.962673 2.051695 2.582257 -0.1 -0.1 0.0 -0.107
C 3.409949 1.840889 1.341782 0.0 0.0 -0.1 -0.027
C 3.262562 0.523903 0.825917 -0.1 0.0 0.1 -0.249
C 3.718139 -0.558603 1.624873 0.0 -0.1 0.0 -0.023
C 4.282887 -0.331785 2.856095 0.0 0.1 0.0 -0.108
C 2.673258 0.322051 -0.401291 0.3 0.1 0.1 -0.069
C 1.886415 0.274783 -1.401487 -0.6 0.0 -0.7 -0.573
H 1.844380 0.576910 6.472193 0.1 0.0 0.0 0.088
H 2.609091 -0.792077 5.666094 0.1 0.0 0.0 0.098
H 2.293011 0.683280 4.748605 0.0 0.0 0.1 0.058
H 4.050534 3.054876 2.979866 0.0 0.0 0.0 0.102
H 3.044071 2.670129 0.749501 0.0 0.0 0.0 0.112
H 3.613159 -1.566559 1.245563 0.0 0.0 0.0 0.117
H 4.641449 -1.158691 3.456357 0.0 0.0 0.0 0.107
```
Positions in Å, forces in eV/Å.

- Max |F|: 1.09 eV/A
- ⟨S²⟩: 8.85
- Highest occupied orbital energy (spin up / spin down): -2.79 / -5.01 eV
- Charge: -1
- LUMO (spin up / spin down): 2.52 / 0.58 eV
- Spin multiplicity: 6

***

ORCA calculation (the ωB97M-V functional and the def2-TZVPD basis) on a molecular structure, C37H29F6N7O5S5Ti.

```
90
Properties=species:S:1:pos:R:3:forces:R:3:lowdin_charge:R:1
Ti -0.128276 -0.696570 0.209986 0.2 -0.1 0.3 0.835
S -1.144516 0.494575 2.257046 0.0 -0.1 -0.2 0.653
C -0.471117 2.092565 2.023074 -0.1 0.1 0.0 -0.643
C -1.207929 3.084204 1.369599 0.0 0.0 0.0 -0.039
C -0.708930 4.363417 1.178420 0.0 0.0 0.0 -0.182
C -1.527530 5.366197 0.554887 0.0 0.0 0.0 -0.175
N -2.185690 6.184098 0.086841 0.0 0.0 0.0 0.173
C 0.585758 4.673859 1.615196 0.0 -0.1 0.0 -0.203
C 1.334000 3.700423 2.262697 0.0 0.0 0.0 -0.062
C 0.809564 2.435791 2.499068 0.1 0.0 0.0 -0.605
S 1.801305 1.298515 3.404986 0.1 0.1 0.1 0.804
C 1.162478 5.965461 1.379430 -0.1 0.1 0.0 -0.192
N 1.630191 7.001237 1.201921 0.0 0.0 0.0 0.160
H -2.195079 2.841662 1.004873 0.0 0.0 0.0 0.109
H 2.339276 3.937338 2.587329 0.0 0.0 0.0 0.118
F -5.817384 0.008475 -0.382130 0.0 0.0 0.0 0.138
C -4.588683 0.228308 0.091364 0.0 0.0 0.0 -0.673
F -4.641825 1.220397 0.974459 0.0 0.0 0.0 0.143
F -4.173024 -0.879239 0.706959 0.0 0.0 0.0 0.125
S -3.443130 0.688521 -1.276769 0.0 0.0 0.0 0.587
O -2.144812 0.760226 -0.657927 -0.2 0.0 0.0 -0.380
O -4.019162 1.868568 -1.831360 0.0 0.0 0.0 -0.248
N -3.562605 -0.507616 -2.304341 0.0 0.0 0.0 -0.270
S -2.582077 -1.726101 -2.287183 0.0 0.0 0.0 0.614
O -1.804376 -1.872435 -1.065233 0.0 0.0 0.0 -0.373
O -1.903352 -1.917394 -3.530195 0.0 0.0 0.0 -0.250
C -3.772689 -3.131556 -2.211375 0.0 0.0 0.0 -0.676
F -3.095556 -4.275062 -2.070178 0.0 0.0 0.0 0.137
F -4.605585 -3.009127 -1.175244 0.0 0.0 0.0 0.130
F -4.491312 -3.194881 -3.326561 0.0 0.0 0.0 0.148
O 1.235895 -1.433811 1.252466 0.1 0.0 0.0 -0.410
C 2.536946 -1.807785 0.918414 0.0 0.0 0.0 -0.313
C 2.592842 -3.316751 0.688866 0.0 0.0 0.0 -0.154
C 1.470422 -3.778524 -0.251921 0.0 0.0 0.0 -0.131
C 1.498292 -3.030283 -1.551131 0.0 0.0 0.0 -0.254
C 2.183503 -3.547098 -2.645916 0.0 0.0 0.0 -0.014
C 2.243389 -2.826179 -3.823468 0.0 0.0 0.0 -0.056
C 1.608626 -1.597658 -3.880776 0.0 0.0 0.0 -0.042
C 0.951748 -1.148349 -2.752428 0.0 0.0 0.0 -0.119
N 0.894289 -1.834867 -1.606851 0.0 0.1 0.0 0.058
H 1.036444 0.232150 3.082980 0.0 0.0 0.0 -0.184
H 3.227223 -1.530675 1.726773 0.0 0.0 0.0 0.116
H 2.877809 -1.277030 0.019431 0.0 0.0 0.0 0.102
H 2.478841 -3.838874 1.642947 0.0 0.0 0.0 0.111
H 3.571203 -3.588009 0.278197 0.0 0.0 0.0 0.113
H 0.508598 -3.610399 0.232657 0.0 0.0 0.0 0.095
H 1.565978 -4.847556 -0.451254 0.0 0.0 0.0 0.115
H 2.661235 -4.514243 -2.557497 0.0 0.0 0.0 0.113
H 2.772927 -3.217879 -4.682874 0.0 0.0 0.0 0.106
H 1.609299 -0.994318 -4.777208 0.0 0.0 0.0 0.110
H 0.448809 -0.191195 -2.758331 0.0 0.0 0.0 0.101
N -3.421294 -3.666499 6.047197 0.0 0.0 0.0 0.092
C -3.400761 -4.432397 4.945461 0.0 0.0 0.0 -0.851
S -4.105925 -5.916347 4.867137 0.0 0.0 0.0 0.641
C -2.662196 -3.822837 3.805707 0.0 0.0 0.0 -0.248
C -1.463165 -3.152354 4.010588 0.0 0.0 0.0 -0.004
C -0.834457 -2.552176 2.932235 0.0 0.0 0.0 -0.160
N -1.338062 -2.563808 1.695830 0.0 0.1 0.1 0.033
C -2.479944 -3.226635 1.507608 0.0 0.0 0.0 -0.106
C -3.165915 -3.881210 2.515356 0.0 0.0 0.0 -0.008
H -3.933853 -3.992533 6.848936 0.0 0.0 0.0 0.096
H -3.117970 -2.707283 6.011075 0.0 0.0 0.0 0.111
H -1.008345 -3.101504 4.991353 0.0 0.0 0.0 0.117
H 0.103615 -2.027508 3.044409 0.0 0.0 0.0 0.082
H -2.868143 -3.218633 0.502600 0.0 0.0 0.0 0.079
H -4.086924 -4.407987 2.309606 0.0 0.0 0.0 0.106
N 0.822583 0.779654 -0.509262 -0.3 0.0 -0.1 0.018
C 1.455997 1.748232 -1.007082 0.1 0.0 0.1 -0.294
C 0.772715 2.887715 -1.705830 0.1 0.0 0.0 -0.165
C -0.442596 2.687584 -2.352052 0.0 0.0 0.0 -0.031
C -1.125099 3.748499 -2.926231 0.0 0.0 0.0 -0.067
C -0.595709 5.030227 -2.860876 0.0 0.0 0.0 -0.097
C 0.619936 5.242455 -2.225749 0.0 0.0 0.0 -0.087
C 1.303445 4.176524 -1.659432 0.0 0.0 0.0 -0.058
C 2.957487 1.798271 -0.938606 0.0 0.0 -0.1 -0.160
C 3.621001 1.314032 0.183341 0.0 0.0 0.0 -0.048
C 5.006623 1.290218 0.227529 0.0 0.0 0.0 -0.079
C 5.748375 1.731962 -0.860175 0.0 0.0 0.0 -0.103
C 5.094139 2.202535 -1.990719 0.0 0.0 0.0 -0.090
C 3.707636 2.244075 -2.025485 0.0 0.0 0.0 -0.044
H -0.866650 1.693899 -2.364521 0.0 0.0 0.0 0.081
H -2.084285 3.575864 -3.397577 0.0 0.0 0.0 0.102
H -1.141157 5.865553 -3.280730 0.0 0.0 0.0 0.100
H 1.024452 6.243626 -2.144312 0.0 0.0 0.0 0.102
H 2.242414 4.351999 -1.147807 0.0 0.0 0.0 0.115
H 3.037500 0.952806 1.019358 0.0 0.0 0.0 0.055
H 5.508158 0.923920 1.115461 0.0 0.0 0.0 0.101
H 6.830777 1.709704 -0.827684 0.0 0.0 0.0 0.093
H 5.665073 2.542353 -2.846185 0.0 0.0 0.0 0.096
H 3.198254 2.623505 -2.903212 0.0 0.0 0.0 0.114
```
Positions in Å, forces in eV/Å.

- Max |F|: 0.41 eV/A
- ⟨S²⟩: 0.77
- Highest occupied orbital energy (spin up / spin down): -4.90 / -5.61 eV
- Charge: -1
- LUMO (spin up / spin down): 1.48 / 1.46 eV
- Spin multiplicity: 2

***

- ⟨S²⟩ of number 1 (C37H28N6O4RuS2)?
  8.85

***

- What is the charge in the second record?
  -1

***

- Which value of spin multiplicity does entry 2 give?
  2

***

- Which formula does entry 2 have?
  C37H29F6N7O5S5Ti